125
Properties=species:S:1:pos:R:3:forces:R:3 method="wB97M-V/def2-TZVPD" s2=2.085 homo_ev="-12.727 / -12.905" multiplicity=3 charge=+2 orbital_gap_ev="8.2 / 7.8" de_lowest_kj_mol=275.95
C 1.7956 0.3625 -1.4269 -2.37 -0.32 -0.35
C 1.9063 4.4436 0.1262 -0.39 -0.56 1.49
O 0.4909 0.6985 -4.1548 -1.59 0.31 0.39
C 2.3914 4.2139 2.4937 1.03 -0.11 0.17
H -3.8123 -2.6050 -0.7226 0.82 0.44 0.37
H 1.0376 2.0964 7.3178 0.38 -0.17 -0.20
F -1.1801 5.8572 -0.3840 -0.09 0.06 0.02
P 2.8422 -0.2699 5.2931 -0.74 -0.63 -0.01
H -4.7593 1.9900 -2.5956 0.19 -0.06 -0.60
O -0.4915 0.2299 0.0338 0.20 -0.74 -0.42
C 0.5515 3.0315 1.5345 -2.36 -1.50 1.74
H -1.9610 -3.6027 1.7227 1.00 -0.13 0.54
H -3.3859 -0.3746 -2.9043 0.54 -0.15 -0.19
H -0.3665 2.3417 1.7467 1.85 1.33 -0.91
F -1.3049 8.1419 -1.7223 0.00 0.32 0.14
C 4.0738 -2.2278 -1.6241 -0.92 -0.13 3.02
C -4.6994 2.6150 -0.5842 1.36 0.47 0.19
C -2.6163 -3.7136 -4.6115 -0.13 -1.17 -1.85
W -0.0321 0.6108 -2.0738 1.40 -0.42 1.91
C -3.9072 -4.7979 -1.9503 -0.89 -0.54 2.21
H -0.7488 -4.5352 2.7119 -0.06 0.42 -0.46
H 4.8638 -2.4115 6.5562 -0.76 -0.10 -0.09
O 1.7130 0.7057 5.9379 -0.12 0.09 0.16
O -3.1369 -2.0357 -0.2795 0.11 -1.29 -2.19
H 5.7861 1.4509 5.9854 -0.51 -0.04 0.26
C -5.6750 -3.3963 -2.8870 -0.72 -0.14 1.15
C -6.4975 -3.5314 -1.7225 0.91 -0.63 -0.29
H -0.1500 0.5010 2.4057 -0.13 0.79 0.07
H 3.5309 5.4026 1.0918 0.42 0.10 0.14
C 0.5241 4.9306 -3.3980 0.56 -0.76 -1.14
H 0.4747 1.5702 -4.5479 0.26 0.75 -0.43
H 3.5478 -2.1180 2.2050 0.05 0.11 -0.14
C 3.2162 0.1944 -1.7790 0.00 -0.01 -0.91
H 4.1955 -2.2509 -2.6372 0.55 -0.32 -2.44
C -1.7474 -1.7706 -3.3484 0.33 0.42 -0.37
H 0.2741 -4.0052 0.6210 0.23 -0.42 -0.47
H -0.2219 -4.6524 -3.4263 -0.14 0.27 -0.24
H -4.3694 3.5352 1.3331 -0.33 -0.20 0.54
H 0.6785 -0.9352 2.6798 0.22 -0.24 0.10
H -1.8627 -2.9835 4.1178 -0.30 0.21 0.00
C 3.6752 -2.1645 1.1258 -0.57 -0.84 -0.16
N -5.8872 -2.7244 -4.1053 -0.10 -0.24 0.69
H 3.0987 4.4563 3.3045 -0.71 -0.22 -0.25
H 2.8605 0.8690 -3.8077 1.09 -0.96 0.42
C 3.5832 -1.0148 0.3580 0.77 -1.23 1.30
H -2.6589 -3.1861 -5.5820 0.36 -0.29 0.31
N -3.9803 -3.7455 -4.2087 0.04 0.38 0.38
C -1.9729 3.0580 -0.9263 1.30 0.05 -0.64
C -0.2398 -0.7756 0.7976 -1.78 0.39 0.13
C 1.3131 3.3484 2.6525 0.30 -1.60 1.39
C -1.3990 -1.1012 3.0939 -0.97 -0.76 -0.41
C -4.0916 2.3382 -1.8308 -0.84 0.02 1.60
C -4.7067 -4.9266 -0.7955 -0.02 -0.81 -0.22
H 1.3932 0.5307 8.0290 -0.42 -0.61 -0.12
C -0.2547 -0.5511 2.2686 0.99 0.70 0.20
H -0.3262 -2.1572 -0.5939 -0.02 -0.28 0.07
C 0.8019 3.6038 0.3190 -0.40 0.00 -1.75
H 4.8236 1.5115 -1.5855 1.26 0.26 -0.22
C -0.0786 4.7524 -2.1701 -0.27 -0.12 1.08
C -2.5338 3.4451 0.2398 -2.71 -0.73 1.65
C 4.0691 -3.4225 -0.8677 -0.09 -0.02 -1.16
H -2.3942 -0.9732 2.6121 0.62 -0.16 -0.10
O 3.1731 -1.1146 6.6458 0.37 -0.61 0.06
P -0.1790 3.1503 -1.1962 0.50 0.29 -0.61
O 4.1333 0.6562 5.1186 0.03 0.03 -0.32
H 3.6328 -4.3876 0.9305 0.26 0.68 0.43
C -5.9861 -4.3367 -0.6677 -0.10 0.87 -1.58
C -0.9731 -3.5426 2.2743 -1.29 0.36 -0.29
H 4.5316 0.0384 -3.4799 -0.78 0.67 -0.08
N -1.7146 -3.0724 -3.7054 0.43 0.51 0.48
C -2.7614 -0.7490 -3.7353 -1.00 -0.50 -0.56
H 3.4539 -2.8708 7.6006 0.39 0.05 0.42
F 0.9385 6.3547 -5.2580 1.01 -0.56 -1.61
C 3.7215 -1.0169 -1.0080 -0.15 -0.49 -0.62
C -3.9177 3.1346 0.4516 0.86 0.85 -1.37
H 3.6710 1.7021 -0.3054 0.03 -0.05 0.41
H 4.5273 0.8974 7.1519 0.29 -0.18 -0.15
C 0.4468 6.1040 -4.0895 -1.08 1.28 0.94
H -2.1639 -4.7238 -4.7730 -0.73 0.63 0.02
H 3.2988 2.3415 -1.8553 -0.01 0.00 -0.33
Br 1.5621 3.6644 -4.3728 -0.02 -0.22 0.39
C -1.1190 -2.5611 3.4437 -0.37 -0.43 0.11
C 3.7899 1.5062 -1.3623 0.19 0.96 0.89
N -0.1750 -2.0211 0.3950 0.15 0.34 -0.41
H -3.6115 -1.7079 0.4470 -0.92 0.93 1.74
C -4.4250 -4.0332 -2.9441 -1.14 1.07 -1.58
C 3.7706 -3.3958 0.4821 0.35 -0.72 -0.22
H 2.7092 1.4771 7.5853 0.52 0.66 0.11
H -3.4568 -1.1751 -4.4713 0.04 0.01 0.33
H 3.4690 -0.1728 0.9710 -0.38 1.64 0.21
C -0.6688 5.9035 -1.6091 0.64 -0.93 -0.23
C -0.6957 7.1158 -2.2774 -1.03 -0.25 0.78
C 0.1067 -3.1696 1.2696 -0.59 0.11 -0.11
H -7.5047 -3.1071 -1.6865 0.44 -0.11 -0.01
H 3.2678 -3.0865 5.9579 -0.15 -0.46 -1.31
N -4.8906 -2.8983 -4.8524 0.51 -0.55 0.55
C 3.7598 -2.4547 6.6500 0.07 1.43 0.94
C -0.2245 7.1848 -3.5501 0.52 0.44 -0.23
H 1.1567 0.1768 -4.5678 1.01 -0.80 -0.43
C 3.4353 0.0603 -3.2650 0.62 -0.29 -0.63
C 2.7186 4.7171 1.2296 -1.10 0.08 -0.32
C -2.7369 2.5245 -1.9735 -0.24 0.01 -0.94
H -2.9971 -5.3402 -2.0311 0.64 -0.28 -0.07
H -5.7618 2.5491 -0.4525 -0.31 -0.27 -0.01
F -0.2888 8.3022 -4.2444 -0.13 0.07 0.08
H 4.3052 2.3642 6.2546 -0.45 0.96 -0.17
H 1.7070 0.3838 -0.3453 0.05 0.04 0.30
H 1.2084 -2.6441 -2.3892 -0.16 0.37 0.12
H -2.3588 2.4289 -3.0056 0.36 -0.16 0.57
C 0.1992 -2.5878 -2.7785 0.33 0.21 0.27
H 3.1689 -0.9609 -3.5420 -0.75 0.24 -0.58
C 1.7179 1.2362 7.2799 -0.50 -0.01 -0.08
H 1.0203 -2.9451 1.7683 0.88 -0.01 0.46
H -0.2117 -2.5886 4.0298 0.55 0.07 0.17
N -0.6039 -1.4438 -2.7791 0.98 0.19 0.66
H 1.1237 2.7035 3.6157 0.42 1.82 -1.73
C 4.7023 1.3813 6.1893 1.50 -0.42 0.36
H -2.0345 3.9571 1.0546 0.32 -0.16 -0.30
H -6.6276 -4.5435 0.1854 0.31 0.07 -0.07
C -0.4782 -3.6033 -3.3372 -0.76 0.00 -0.02
H -4.3959 -5.6566 -0.0300 -0.03 0.66 -0.31
H 2.0637 4.8918 -0.8224 0.40 0.32 -0.65
H -1.5024 -0.5218 4.0034 0.30 0.11 0.25
H -2.3048 0.0579 -4.3132 0.26 0.15 0.44
H 4.2164 -4.4091 -1.3705 -0.04 1.04 0.40

=====

46
Properties=species:S:1:pos:R:3:forces:R:3 method="wB97M-V/def2-TZVPD" s2=2.009 homo_ev="-8.935 / -8.930" multiplicity=3 orbital_gap_ev="8.8 / 5.8"
H -13.2231 2.0027 3.5943 0.00 -0.23 -0.20
Au -13.4429 4.5460 8.1710 -0.41 1.37 -0.34
Br -15.3197 6.8724 15.2285 0.02 0.04 1.55
C -16.7197 1.9136 8.5383 -0.09 0.19 -1.10
N -12.1563 2.8544 8.2109 0.73 -1.15 -0.19
N -14.9373 2.0992 7.2853 0.06 0.76 0.54
H -10.4327 3.4892 9.2508 -0.84 -1.35 -0.05
C -16.4050 8.3744 13.0753 -0.41 3.16 1.35
C -16.1112 3.1568 8.7769 -1.76 -1.25 1.13
H -16.0251 0.3502 7.1503 -0.20 -1.97 -1.16
N -13.4780 2.9470 5.4274 0.28 0.28 1.25
C -15.8473 7.2092 13.5106 0.26 -0.97 -1.15
N -13.3468 4.2154 5.8871 -0.25 0.57 0.28
H -11.5347 0.0283 6.8502 0.38 -0.21 0.18
H -14.8242 5.4645 12.7898 0.19 -0.64 0.34
H -12.7138 4.5526 2.7316 0.37 0.19 -0.94
N -15.0622 3.2146 8.0445 2.27 0.41 -1.48
C -10.7247 6.2495 8.3626 -2.10 -0.74 -0.61
H -9.5260 0.9594 8.6427 -0.21 0.18 -0.07
C -13.1815 2.9261 4.1327 0.28 0.18 -0.50
C -16.2819 7.8238 10.8769 0.26 0.47 -0.08
O -13.9266 5.0843 10.2491 -0.44 -0.02 1.29
C -10.4684 1.4160 8.3676 0.09 -1.64 -0.91
H -16.6098 9.1944 13.8567 0.16 -1.33 -1.29
H -9.5318 7.9444 8.2511 -0.11 1.58 -0.51
H -17.6926 1.6504 8.8540 -0.57 -0.52 0.49
H -16.5077 8.2721 9.9160 0.46 -1.03 -0.52
C -15.6613 6.5921 11.1800 0.76 0.23 1.59
C -15.9549 1.2945 7.5372 -0.98 2.18 2.66
C -11.4210 0.9001 7.4702 -0.65 1.33 0.66
H -12.9977 6.0752 4.9418 0.27 0.58 0.34
C -12.8527 4.2027 3.7124 -0.97 0.41 1.61
O -15.3560 6.0906 8.9180 0.97 -0.60 0.51
H -13.7627 0.7020 6.0001 -0.13 0.55 -0.05
C -10.9709 2.6187 8.7801 0.61 2.73 0.35
B -9.3129 6.8206 8.1129 1.47 -1.17 1.54
C -13.0253 5.0172 4.8685 0.05 -2.13 -0.76
N -16.5693 8.7363 11.7976 -0.54 -0.98 1.26
H -8.5987 6.6032 9.1368 -0.58 -0.23 -0.70
C -15.4459 6.2981 12.5657 0.01 0.59 -2.87
N -11.8592 5.9451 8.3921 1.44 0.05 -0.07
C -14.9306 5.8527 10.0944 -0.89 0.66 -2.01
H -8.7643 6.3758 7.1230 -0.44 0.24 0.03
N -12.4348 1.7990 7.4119 -0.04 0.08 0.19
H -16.3578 3.9386 9.4854 -0.08 -0.21 -0.37
B -13.7023 1.8139 6.4983 1.30 -0.59 -1.21

=====

9
Properties=species:S:1:pos:R:3:forces:R:3 method="wB97M-V/def2-TZVPD" homo_ev="-9.071 / -7.512" orbital_gap_ev="8.0 / 5.9" de_lowest_kj_mol=458.72
H 0.3089 1.5060 -1.9299 -0.55 0.10 -0.18
S -1.3146 -0.4589 -0.1261 -0.52 0.81 -0.47
H 2.4917 1.6730 0.7272 -0.57 0.74 1.29
H -1.6161 2.6132 -0.6657 -0.12 -0.05 -0.07
Si -0.7260 1.4717 -0.8772 1.64 -1.24 0.78
Cl 3.5142 0.7660 -0.9696 -0.45 -0.23 -0.66
H -0.0861 -0.7556 0.2825 0.40 -0.08 0.08
C 2.2443 0.7700 0.2407 0.96 -1.36 -0.05
Cl 2.4953 -0.7049 1.3093 -0.80 1.32 -0.72

=====

88
Properties=species:S:1:pos:R:3:forces:R:3 method="wB97M-V/def2-TZVPD" homo_ev="-4.251 / -4.405" orbital_gap_ev="4.5 / 4.8" de_lowest_kj_mol=345.26
H 1.6820 -2.4532 0.3960 0.62 -0.65 -0.40
C 0.0690 -4.5654 -2.4248 -0.05 0.37 -0.59
H -5.5265 -0.0458 3.5729 -0.17 0.07 -0.22
H -2.8334 5.5841 5.5168 -0.05 -0.43 -0.22
H 3.8049 -0.8535 1.1847 0.10 0.15 0.10
C -2.2349 -1.9379 -2.5051 0.44 -0.16 0.58
H -1.3098 1.2408 -1.9883 -0.39 0.23 0.48
C -2.9285 4.6135 5.0159 -0.04 -0.03 -0.06
C 4.6222 -2.7962 -1.2051 -0.13 0.22 0.00
C -1.8776 4.1293 4.2284 -0.09 -0.10 0.26
H 1.1631 0.7535 3.3147 0.03 0.01 0.06
C 2.9430 2.2466 -1.0226 0.07 -0.36 0.12
C -0.5700 -5.1121 -3.5377 0.31 -0.16 0.05
H 7.3446 -1.2615 -2.5864 -0.27 -0.13 0.03
H 5.5725 0.8507 0.6826 -0.46 0.13 -0.21
C 1.3435 -3.9786 -2.5749 0.47 -1.14 -0.42
C 0.4511 1.4126 3.8105 0.32 0.09 0.23
H -0.9314 3.6413 -0.7740 -0.11 -0.28 0.18
C 1.4751 -4.7887 -4.8532 -0.15 -0.19 0.18
C 3.5684 0.0467 0.6262 -0.07 0.57 -0.53
Mg -1.8664 0.6088 0.7003 0.91 0.23 0.47
C -4.2335 2.6297 4.5105 0.32 0.31 0.12
H -0.4625 -4.4732 -1.4707 0.15 0.08 -0.48
C -5.0616 0.2530 2.6273 -0.39 -0.25 0.12
C 1.9674 1.2909 -0.7231 0.36 0.14 0.14
H -2.4894 -1.5864 -4.6276 0.33 0.11 0.41
C -4.0975 3.8659 5.1582 0.00 -0.13 -0.24
H -1.7136 -2.2790 -0.4346 0.06 0.03 -0.25
H -0.1470 -0.1214 0.2380 -0.94 1.00 0.63
H -5.5174 1.1776 2.2516 0.12 -0.36 0.07
H -0.3936 -5.5458 -5.6407 0.21 0.05 0.23
C 0.1319 -5.1845 -4.7542 -0.07 0.03 0.03
H -2.0785 -0.2514 4.8789 -0.27 -0.20 -0.27
P -3.2888 0.4933 2.8913 0.37 0.47 0.10
H 3.1286 -3.8672 -3.7959 -0.20 0.03 -0.08
C 0.0113 -1.5064 -1.5882 2.40 0.36 2.49
H -5.1873 -0.5550 1.8917 -0.10 0.29 0.21
C 3.5769 -2.1523 -1.9191 0.00 0.67 -0.36
H -0.2358 -0.5607 -4.8827 -0.08 0.12 0.25
Si 0.9805 -1.1444 0.3091 -2.95 2.75 -0.61
Cl 0.1487 -1.7076 2.1862 -0.47 -0.22 1.43
H 0.9764 2.2149 4.3274 0.11 -0.12 0.25
C 4.5491 0.9862 0.3074 0.20 0.12 0.11
H -3.7688 0.3315 -1.2548 0.15 0.24 0.02
C -1.9692 1.7129 -1.2444 -0.46 0.37 -0.52
C -3.8461 2.1974 0.0189 0.30 -0.11 -0.39
H -1.6240 -5.4239 -3.4593 0.67 0.03 -0.15
H 6.7658 -2.9764 -0.8679 -0.39 0.14 -0.25
C 0.3192 -0.8164 -2.8164 -0.29 0.17 -1.28
H 0.9044 3.9807 2.8656 0.11 0.21 -0.09
H -4.9259 4.2482 5.7526 0.22 -0.06 -0.08
C -1.3702 -1.9436 -1.4197 -0.32 -0.13 -0.03
H -4.8621 2.1763 0.4176 0.44 -0.02 -0.09
C -3.1839 2.1324 3.7375 0.58 0.18 -0.17
H -3.2631 -2.2876 -2.3912 0.22 0.10 0.13
C 5.9732 -2.4905 -1.4483 -0.59 0.09 -0.14
H -3.7884 -0.8022 4.8664 0.32 -0.04 0.03
C 2.2711 0.2173 0.1333 0.18 -0.72 -0.39
H 1.2417 -0.2436 -2.9324 -0.17 -0.12 0.04
C -1.8173 -1.4946 -3.7659 -0.44 -0.28 -0.65
H -3.1102 4.1778 0.7276 0.15 -0.38 -0.10
C 5.2954 -0.8994 -3.1360 -0.52 0.21 -0.17
H 3.1718 -0.6927 -3.4722 0.37 -0.19 0.14
H 5.0004 2.8336 -0.7273 -0.22 -0.31 0.05
C -1.7742 2.9739 -0.6049 -0.29 -0.64 -0.44
H -0.1346 0.8322 4.5225 0.09 -0.03 -0.05
C -3.2795 1.2224 -0.8671 0.15 0.85 -0.05
H 2.0196 -4.8778 -5.8030 -0.32 -0.06 0.43
H -5.1562 2.0586 4.6219 0.22 0.19 -0.03
H 1.0032 3.2977 1.2212 -0.06 0.07 0.10
P -0.6237 2.1635 2.5715 -0.96 -0.03 -0.54
C 4.2332 2.0878 -0.4997 -0.05 0.01 0.12
H 4.3867 -3.5244 -0.4199 0.01 0.23 -0.31
C 0.3244 3.6074 2.0216 0.16 0.11 0.11
C -0.5508 -0.9323 -3.9079 0.61 0.24 0.46
C 2.1014 -4.2191 -3.7389 -0.99 0.05 -0.24
H -2.5682 -1.6147 3.8151 -0.08 0.26 0.30
C -2.9200 3.2598 0.1664 -0.36 -0.11 0.00
Si 1.7062 -2.4865 -1.5662 1.13 -2.71 -1.66
C 6.3018 -1.5351 -2.4175 0.05 -0.01 0.20
H -0.3461 4.3865 1.6523 0.09 -0.14 -0.02
H 5.5297 -0.1196 -3.8784 -0.02 -0.51 0.39
H -0.9613 4.7208 4.1391 -0.34 -0.20 -0.03
C 3.9468 -1.2134 -2.9014 0.43 0.07 0.25
H 0.9843 1.3548 -1.1952 0.17 0.03 0.33
C -1.9781 2.8858 3.6003 -0.46 -0.25 0.08
C -2.8877 -0.6580 4.2553 -0.07 -0.28 0.02
H 2.7041 3.0815 -1.6883 0.14 -0.27 0.26